1.
{"formula": "H7O3S", "method": "ωB97M-V with the def2-TZVPD basis set", "symbols": ["S", "H", "H", "H", "O", "H", "H", "O", "H", "H", "O"], "coordinates": [[1.9336, 0.4438, 0.5777], [2.2992, -0.1540, -0.5322], [-3.0046, -1.9253, 1.1702], [-2.3590, -2.3833, -0.0759], [-3.1860, -2.3466, 0.3863], [-0.8518, -0.9257, -1.1356], [0.3967, -1.5116, -0.5285], [-0.5719, -1.7108, -0.6790], [2.1627, 3.7123, -0.3740], [1.4838, 2.9368, 0.7780], [1.6973, 3.8645, 0.4129]], "lowdin_charge": [-0.124, -0.475, -0.018, -0.020, -0.034, 0.021, -0.007, -0.117, -0.033, -0.043, -0.149], "total_charge": -1, "molar_mass_g_mol": 87.12, "homo_ev": -3.5, "e_above_lowest_kj_mol": 70.3, "lumo_ev": 3.95}

2.
{"formula": "H7O3S", "method": "ωB97M-V with the def2-TZVPD basis set", "symbols": ["S", "H", "H", "H", "O", "H", "H", "O", "H", "H", "O"], "coordinates": [[0.4617, 0.9508, -0.5786], [-0.4963, 1.6667, 0.0659], [1.5109, 0.0267, 2.0468], [1.0227, 1.1651, 2.9486], [1.7413, 0.5046, 2.8828], [-1.4753, -0.9069, 1.3449], [-2.4898, -0.6548, 0.3504], [-2.3563, -1.1857, 1.1354], [0.6779, -1.6472, -2.9144], [0.0957, -0.3550, -2.4105], [-0.1247, -1.1163, -2.9862]], "lowdin_charge": [-0.084, -0.414, -0.015, 0.026, -0.140, -0.014, 0.017, -0.079, 0.008, -0.146, -0.159], "total_charge": -1, "molar_mass_g_mol": 87.12, "homo_ev": -3.6, "e_above_lowest_kj_mol": 54.1, "lumo_ev": 4.02}

3.
{"formula": "H7O3S", "method": "ωB97M-V with the def2-TZVPD basis set", "symbols": ["S", "H", "H", "H", "O", "H", "H", "O", "H", "H", "O"], "coordinates": [[0.7414, 1.4971, 0.3681], [1.3130, 1.8605, 1.4673], [-1.3248, -0.0531, -1.0085], [-0.5532, -1.1003, -1.6188], [-1.4527, -0.9446, -1.3069], [2.4233, -1.7695, -0.6021], [1.4609, -0.3978, -0.5332], [1.6201, -1.3190, -0.9387], [-1.7177, -0.9474, 0.6966], [-0.8198, 0.1025, 1.4690], [-1.7480, -0.4424, 1.5257]], "lowdin_charge": [0.050, -0.433, -0.013, 0.015, -0.077, 0.024, -0.111, -0.186, -0.033, -0.022, -0.214], "total_charge": -1, "molar_mass_g_mol": 87.12, "homo_ev": -3.8, "e_above_lowest_kj_mol": 52.5, "lumo_ev": 3.93}